1.
{
  "formula": "C43H50Cl3Ge2N2O4S2SeSiTi",
  "method": "the ωB97M-V functional and the def2-TZVPD basis",
  "multiplicity": 2,
  "relative_energy_kj_mol": 0.0,
  "e_homo_ev": [-7.5, -7.6],
  "orbital_gap_ha": [0.245, 0.247],
  "charge": 0,
  "s_squared": 0.75,
  "e_tot_ev": -325187.239,
  "species": ["Ti", "O", "S", "C", "C", "C", "C", "S", "O", "C", "C", "C", "C", "C", "C", "C", "C", "C", "C", "C", "C", "H", "H", "H", "H", "H", "H", "H", "H", "H", "H", "H", "H", "H", "H", "H", "H", "H", "H", "C", "C", "Ge", "C", "C", "C", "C", "Ge", "C", "C", "C", "C", "C", "C", "C", "C", "C", "C", "H", "H", "H", "H", "H", "H", "H", "H", "H", "H", "H", "H", "H", "H", "H", "H", "H", "H", "H", "H", "H", "H", "H", "H", "H", "H", "O", "C", "O", "C", "C", "C", "C", "C", "C", "C", "C", "C", "N", "H", "H", "H", "H", "H", "H", "Cl", "Si", "Cl", "Cl", "Se", "C", "N"],
  "positions_angstrom": [[0.0510, -0.0500, -1.2082], [-0.6250, 1.0735, 0.5278], [-2.0028, 1.7204, 0.3551], [-1.7246, 3.4380, 0.8551], [-2.8282, 4.3289, 0.2692], [-2.4718, 5.0478, -1.0356], [-2.1129, 4.1638, -2.2332], [-0.4101, 3.5231, -2.0896], [-0.5732, 2.0288, -1.9417], [0.1849, 3.7562, -3.7418], [-0.4468, 3.1355, -4.8150], [0.1292, 3.2220, -6.0677], [1.3213, 3.9221, -6.2391], [1.9365, 4.5403, -5.1636], [1.3696, 4.4545, -3.8976], [-2.9676, 1.1542, 1.7286], [-4.1249, 0.4546, 1.4251], [-4.8527, -0.1317, 2.4531], [-4.4243, 0.0044, 3.7623], [-3.2667, 0.7202, 4.0581], [-2.5246, 1.2881, 3.0415], [-0.7236, 3.6979, 0.5075], [-1.7174, 3.4627, 1.9412], [-3.0955, 5.0884, 1.0043], [-3.7302, 3.7249, 0.1171], [-1.6412, 5.7361, -0.8526], [-3.3287, 5.6637, -1.3152], [-2.1576, 4.7334, -3.1600], [-2.7604, 3.2892, -2.3190], [-1.3640, 2.5785, -4.6630], [-0.3439, 2.7362, -6.9113], [1.7737, 3.9775, -7.2206], [2.8693, 5.0703, -5.2999], [1.8574, 4.8966, -3.0379], [-4.4419, 0.3359, 0.3962], [-5.7345, -0.7120, 2.2187], [-4.9837, -0.4620, 4.5627], [-2.9316, 0.8101, 5.0830], [-1.5892, 1.7880, 3.2622], [2.1358, -5.6404, 0.0981], [1.2055, -4.4257, 0.0412], [2.1187, -2.8771, 0.8304], [3.7818, -2.4248, -0.1111], [4.9118, -2.0397, 0.8400], [2.5730, -3.3319, 2.6847], [2.0333, -2.3841, 3.4716], [0.9809, -1.1825, 2.2572], [1.3773, 0.6418, 2.9061], [2.8413, 0.8247, 3.3034], [-0.8912, -1.6378, 2.7303], [-1.1940, -3.1329, 2.7350], [2.2089, -2.3110, 4.9410], [3.2977, -2.9122, 5.5780], [3.4744, -2.8058, 6.9475], [2.5689, -2.0861, 7.7174], [1.4800, -1.4870, 7.1026], [1.3052, -1.6006, 5.7309], [1.6486, -6.5276, -0.3120], [2.4291, -5.8713, 1.1244], [3.0474, -5.4747, -0.4793], [0.2953, -4.6227, 0.6062], [0.9202, -4.2157, -0.9889], [3.5939, -1.6287, -0.8322], [4.0500, -3.3036, -0.7033], [4.6087, -1.2457, 1.5265], [5.7847, -1.6823, 0.2900], [5.2207, -2.8883, 1.4530], [3.1484, -4.1737, 3.0736], [0.7154, 0.7908, 3.7655], [1.1086, 1.3870, 2.1563], [3.1195, 0.1837, 4.1405], [3.0493, 1.8593, 3.5859], [3.5086, 0.5767, 2.4727], [-1.5701, -1.1482, 2.0300], [-1.0836, -1.2060, 3.7161], [-1.1310, -3.5412, 1.7255], [-2.2064, -3.3276, 3.0972], [-0.4960, -3.6904, 3.3631], [4.0224, -3.4559, 4.9851], [4.3266, -3.2807, 7.4176], [2.7168, -1.9880, 8.7852], [0.7675, -0.9228, 7.6919], [0.4488, -1.1349, 5.2589], [1.9242, -2.9221, -3.1804], [1.1656, -2.0671, -2.8050], [1.0338, -1.6507, -1.5632], [0.1895, -1.4017, -3.7590], [0.2062, -1.7118, -5.1296], [-0.6884, -1.0923, -5.9464], [-1.6772, -0.2520, -5.3822], [-2.6798, 0.3721, -6.1668], [-3.6545, 1.1199, -5.5759], [-3.6968, 1.2346, -4.1657], [-2.7339, 0.6634, -3.3867], [-1.6711, -0.0544, -3.9876], [-0.6713, -0.5720, -3.2134], [0.9499, -2.4115, -5.4825], [-0.6801, -1.2615, -7.0163], [-2.6642, 0.2247, -7.2398], [-4.4127, 1.6039, -6.1770], [-4.5124, 1.7759, -3.7021], [-2.7729, 0.7294, -2.3090], [2.0472, 0.9838, -2.8723], [2.6091, 1.0289, -0.6581], [2.3148, 3.1229, -0.2848], [4.6829, 1.1174, -0.9641], [-4.1422, -2.6641, -0.7687], [-2.6385, -1.7208, -0.7144], [-1.6733, -1.0595, -0.6590]],
  "forces_ev_per_a": [[-0.40, 1.08, -0.05], [0.01, -0.12, -0.17], [0.29, -0.09, 0.44], [-0.12, 0.07, -0.10], [0.04, -0.02, -0.06], [0.04, -0.05, 0.05], [-0.03, -0.01, 0.13], [0.18, 0.09, -0.18], [-0.23, -0.39, 0.12], [-0.04, -0.06, -0.09], [0.00, 0.00, 0.04], [0.02, 0.02, -0.02], [-0.03, 0.00, -0.01], [0.00, 0.02, 0.02], [0.03, 0.01, -0.01], [-0.07, 0.00, 0.03], [-0.01, -0.01, -0.01], [0.00, 0.02, -0.02], [0.01, 0.01, 0.02], [-0.02, -0.01, 0.01], [0.01, 0.01, -0.02], [0.02, -0.06, -0.01], [0.05, 0.03, 0.00], [-0.01, -0.02, 0.02], [-0.04, 0.05, 0.02], [-0.04, 0.04, 0.01], [0.02, 0.01, -0.05], [-0.03, 0.01, 0.01], [0.03, 0.00, -0.07], [0.03, 0.01, -0.01], [0.00, 0.01, 0.00], [0.00, 0.00, 0.00], [0.00, 0.00, 0.00], [0.02, -0.03, 0.01], [0.04, -0.06, 0.00], [-0.01, 0.01, 0.00], [0.00, 0.01, 0.00], [0.01, -0.01, 0.00], [0.01, -0.01, -0.01], [-0.03, 0.01, -0.01], [-0.03, 0.03, -0.19], [0.15, 0.01, 0.17], [-0.03, 0.03, -0.09], [0.00, 0.00, -0.03], [-0.05, 0.03, 0.02], [0.10, -0.04, -0.01], [0.01, -0.69, 0.97], [0.17, 0.23, -0.43], [-0.01, -0.02, -0.01], [-0.18, 0.10, -0.31], [0.05, 0.00, 0.02], [-0.02, -0.01, -0.04], [0.02, 0.01, 0.01], [-0.02, 0.00, 0.01], [0.00, -0.01, 0.00], [-0.01, 0.00, 0.01], [-0.02, 0.00, -0.01], [0.01, -0.01, 0.00], [0.00, 0.00, 0.00], [0.00, 0.00, 0.00], [-0.01, 0.00, 0.00], [-0.01, 0.01, 0.01], [-0.03, -0.03, -0.02], [0.03, 0.03, -0.03], [0.01, 0.01, -0.01], [0.01, -0.01, 0.01], [-0.01, 0.01, 0.02], [-0.02, 0.01, 0.03], [0.01, -0.01, 0.02], [-0.08, -0.02, 0.02], [0.00, -0.02, -0.01], [0.00, 0.00, 0.02], [0.00, 0.03, -0.01], [0.00, 0.06, 0.06], [0.01, 0.02, -0.01], [-0.02, 0.00, 0.00], [0.00, 0.00, 0.00], [0.00, 0.00, 0.00], [0.01, 0.02, -0.01], [0.01, 0.02, 0.00], [-0.01, -0.01, 0.00], [-0.01, -0.01, 0.00], [0.01, 0.03, -0.01], [0.00, 0.01, -0.07], [-0.09, -0.05, 0.15], [0.25, -0.04, -0.31], [-0.07, -0.15, -0.10], [0.13, -0.03, -0.02], [-0.03, -0.03, 0.07], [0.00, 0.01, -0.11], [0.05, -0.03, 0.02], [-0.02, 0.00, 0.09], [-0.03, 0.01, -0.08], [0.08, -0.02, 0.00], [-0.08, 0.10, 0.10], [0.06, -0.34, -0.12], [0.01, 0.02, -0.01], [-0.01, 0.00, 0.00], [0.01, 0.02, -0.01], [-0.02, -0.03, 0.00], [-0.01, -0.01, 0.00], [0.01, 0.02, 0.00], [0.13, 0.02, 0.30], [0.02, 0.42, -0.42], [-0.06, 0.00, 0.11], [-0.05, -0.26, 0.21], [0.30, 0.20, -0.02], [-0.38, -0.14, 0.11], [0.01, -0.05, -0.09]]
}

2.
{
  "formula": "C43H50F5N7O15",
  "method": "the ωB97M-V functional and the def2-TZVPD basis",
  "relative_energy_kj_mol": 200.0,
  "smiles": "O=C1OC[C@@H](F)O1.O=C1OC[C@@H](F)O1.O=C1OC[C@@H](F)O1.O=C1OC[C@@H](F)O1.O=C1OC[C@@H](F)O1.c1cc[nH]c1.c1cc[nH]c1.c1cc[nH]c1.c1cc[nH]c1.c1cc[nH]c1.c1cc[nH]c1.c1cc[nH]c1",
  "e_homo_ev": -7.5,
  "orbital_gap_ha": 0.287,
  "charge": 0,
  "e_tot_ev": -100127.733,
  "species": ["O", "C", "O", "C", "C", "F", "O", "H", "H", "H", "O", "C", "O", "C", "C", "F", "O", "H", "H", "H", "O", "C", "O", "C", "C", "F", "O", "H", "H", "H", "O", "C", "O", "C", "C", "F", "O", "H", "H", "H", "O", "C", "O", "C", "C", "F", "O", "H", "H", "H", "C", "C", "C", "N", "C", "H", "H", "H", "H", "H", "C", "C", "C", "N", "C", "H", "H", "H", "H", "H", "C", "C", "C", "N", "C", "H", "H", "H", "H", "H", "C", "C", "C", "N", "C", "H", "H", "H", "H", "H", "C", "C", "C", "N", "C", "H", "H", "H", "H", "H", "C", "C", "C", "N", "C", "H", "H", "H", "H", "H", "C", "C", "C", "N", "C", "H", "H", "H", "H", "H"],
  "positions_angstrom": [[2.9778, 0.2958, 5.9009], [2.4485, 0.5731, 4.8174], [2.2718, -0.2428, 3.7757], [1.9380, 0.4795, 2.6771], [1.4932, 1.8278, 3.3117], [0.1360, 1.9542, 3.3272], [1.8816, 1.7112, 4.6538], [2.6254, 0.5054, 1.8316], [1.0382, -0.0057, 2.2987], [1.8429, 2.7877, 2.9316], [-1.5723, 3.4740, 1.7911], [-0.8895, 4.4792, 1.5801], [-1.0647, 5.3455, 0.6084], [-0.1755, 6.4281, 0.7164], [0.2526, 6.3325, 2.1858], [-0.6970, 6.9902, 2.7536], [0.1212, 4.9105, 2.3236], [0.6200, 6.1653, 0.0191], [-0.5451, 7.4250, 0.4763], [1.1889, 6.8238, 2.4506], [2.4317, 4.4482, 0.4046], [2.8105, 3.4954, -0.2770], [2.8940, 2.2431, 0.1110], [3.5619, 1.4611, -0.8297], [3.1109, 2.2522, -2.1356], [1.9302, 1.9240, -2.5068], [3.0483, 3.5361, -1.5766], [4.6248, 1.4420, -0.5887], [3.3388, 0.3950, -0.7881], [3.8635, 2.1415, -2.9163], [0.3354, -4.1933, -1.7839], [0.9703, -5.2317, -1.7380], [2.2178, -5.3475, -2.1276], [2.6593, -6.6596, -1.9983], [1.5126, -7.3174, -1.3069], [1.8004, -7.4943, -0.0659], [0.4935, -6.3965, -1.4274], [2.8359, -7.0320, -3.0074], [3.5753, -6.9291, -1.4726], [1.2284, -8.2639, -1.7667], [-3.8090, -1.7784, 4.3579], [-2.6882, -1.7613, 4.9108], [-1.5226, -1.9038, 4.3288], [-0.5007, -1.9759, 5.2333], [-1.0143, -1.0343, 6.3268], [-0.7669, 0.2136, 6.0020], [-2.3904, -1.3208, 6.2260], [-0.4531, -3.0026, 5.5963], [0.5347, -1.7881, 4.9491], [-0.5057, -1.2461, 7.2673], [-4.4734, 2.8936, 2.5872], [-5.7282, 3.5111, 3.0635], [-5.9384, 3.1987, 4.3161], [-4.9260, 2.3830, 4.7080], [-4.2335, 1.9960, 3.6115], [-3.9443, 3.1247, 1.6745], [-6.3369, 4.1219, 2.4133], [-6.7584, 3.3313, 5.0063], [-4.8963, 1.9678, 5.6283], [-3.4344, 1.2735, 3.6878], [3.1532, -0.6444, -4.2798], [4.3499, -0.4479, -4.9537], [4.1390, -0.5236, -6.3274], [2.7898, -0.8072, -6.4731], [2.2194, -0.9256, -5.2011], [3.0380, -0.6581, -3.2061], [5.3058, -0.2734, -4.4823], [4.7038, -0.3010, -7.2206], [2.3657, -1.0532, -7.3561], [1.1668, -1.1397, -5.0891], [4.0019, -2.1605, 1.4773], [4.7546, -2.2162, 0.3469], [3.8995, -2.5747, -0.7098], [2.6133, -2.4968, -0.2086], [2.6688, -2.2855, 1.1277], [4.3690, -2.0970, 2.4910], [5.8291, -2.2023, 0.2395], [4.1160, -2.8093, -1.7415], [1.7574, -2.6846, -0.7109], [1.7845, -2.1935, 1.7409], [-2.3618, -4.6047, 2.6754], [-1.0216, -4.2969, 2.2679], [-0.3952, -5.4435, 1.8029], [-1.3491, -6.4246, 1.8937], [-2.4995, -5.9168, 2.4671], [-3.0690, -3.9689, 3.1872], [-0.6228, -3.3046, 2.4186], [0.5565, -5.5277, 1.2994], [-1.1969, -7.3939, 1.6540], [-3.3443, -6.5576, 2.6722], [-4.3127, -0.2369, -4.9101], [-3.9987, -0.7300, -3.6082], [-2.8539, -0.0275, -3.1968], [-2.5134, 0.8429, -4.2308], [-3.3811, 0.7012, -5.2795], [-5.1051, -0.5624, -5.5679], [-4.5549, -1.5150, -3.1176], [-2.3779, 0.1237, -2.2392], [-1.7671, 1.5205, -4.2950], [-3.3245, 1.3505, -6.1406], [-2.3871, 4.2306, -4.9530], [-2.0126, 4.0064, -3.6371], [-0.6608, 4.0525, -3.5327], [-0.2596, 4.4717, -4.7960], [-1.2876, 4.7059, -5.6576], [-3.3849, 4.2058, -5.3656], [-2.6008, 3.6385, -2.8094], [0.0001, 3.9185, -2.6891], [0.7129, 4.6541, -4.9984], [-1.1334, 4.8376, -6.7184], [-0.1424, 0.0123, -0.8501], [-0.3912, -1.0582, 0.0030], [-1.2733, -0.5725, 0.9849], [-1.5159, 0.7345, 0.7670], [-0.7901, 1.1311, -0.3157], [0.6122, 0.0415, -1.6222], [0.0387, -2.0425, -0.1104], [-1.6352, -0.9894, 1.9131], [-2.0435, 1.4009, 1.3125], [-0.7273, 2.1497, -0.6690]],
  "forces_ev_per_a": [[-1.04, -0.20, -2.96], [2.04, -2.50, 5.11], [2.12, -1.69, 1.76], [-2.64, 1.57, -1.75], [-0.67, 0.80, -0.63], [-0.21, -0.44, -0.15], [-0.43, 2.28, -1.16], [0.55, 0.14, 0.66], [-0.23, 0.33, -0.49], [0.41, -0.31, -0.30], [2.11, 2.62, -0.91], [-2.11, -2.26, 0.65], [-2.07, 0.26, -1.38], [2.42, -0.14, -0.85], [1.06, -1.21, -4.24], [-2.84, 1.38, 3.43], [1.34, 0.57, 2.89], [0.36, 0.41, 0.11], [-0.69, -0.45, 0.03], [0.41, -1.16, 0.14], [1.25, -2.29, -1.54], [-1.98, 2.12, 1.60], [-0.25, -0.69, 2.68], [0.17, -0.33, -1.58], [4.14, -0.98, 2.73], [-2.96, -0.97, -1.31], [0.58, 1.69, -1.87], [0.28, 0.65, -0.49], [-0.99, 0.14, 0.01], [-0.29, 0.57, -0.28], [1.15, -1.59, 0.40], [-1.58, 3.85, -1.03], [2.27, 1.58, 0.15], [0.58, -1.44, -1.48], [-0.24, -0.93, -3.22], [0.53, -0.68, 3.87], [-2.14, -1.64, 0.90], [-0.28, -0.19, -0.12], [0.12, 1.16, 0.44], [-0.30, -0.02, 0.12], [4.44, -0.37, 2.66], [-3.26, 2.13, -0.40], [-0.40, -0.69, -3.38], [1.43, -0.54, 2.49], [0.69, -2.97, -0.74], [0.05, 2.22, -0.45], [-1.36, -0.13, 0.01], [-0.12, -0.14, 0.38], [-0.46, 0.67, -0.98], [-0.92, -0.06, 0.44], [-2.56, -0.66, 1.46], [1.31, 1.58, -4.17], [-0.84, -0.33, 2.74], [-0.80, -1.62, 0.86], [2.91, 1.07, -0.70], [-0.22, -0.52, 0.04], [-0.09, 0.16, 0.27], [0.03, 0.47, -0.21], [0.07, -0.26, -0.46], [0.09, 0.08, 0.19], [0.14, -0.44, 1.06], [1.99, 0.60, -1.33], [-1.25, -0.01, 0.83], [0.32, -0.17, 1.10], [-1.39, 0.05, -2.04], [-0.16, -0.05, -0.08], [0.02, 0.14, -0.10], [0.33, -0.21, 0.35], [-0.11, 0.15, 0.37], [0.09, -0.05, -0.05], [-1.39, 0.51, 2.21], [0.76, -1.58, -3.00], [-0.02, 1.21, 0.61], [0.57, -0.57, -0.43], [0.26, 0.14, 0.54], [-0.09, 0.33, -0.03], [-0.03, 0.05, 0.18], [-0.18, 0.12, 0.06], [0.18, -0.08, -0.20], [0.03, -0.19, -0.17], [1.15, 0.83, 0.41], [0.12, 0.39, 0.35], [-1.21, 1.42, 0.16], [0.09, -0.51, 0.11], [-0.34, -1.97, -0.59], [0.05, 0.09, -0.30], [0.35, -0.12, -0.40], [-0.12, -0.35, 0.26], [-0.14, 0.30, 0.07], [0.12, -0.06, -0.09], [0.03, -0.30, -0.44], [1.04, 0.98, -0.45], [-0.87, 0.54, -0.78], [-0.33, -0.46, -0.11], [-0.21, -0.07, 0.71], [-0.08, -0.07, 0.19], [0.23, 0.22, 0.29], [0.09, -0.53, -0.10], [-0.05, -0.18, 0.64], [0.09, -0.20, 0.01], [-1.07, 1.70, -1.52], [-0.55, -1.64, 1.73], [0.15, 1.06, -1.64], [2.49, 0.52, 0.68], [-0.39, -2.13, 1.02], [-0.03, -0.05, 0.19], [-0.42, 0.17, -0.20], [0.08, 0.06, -0.29], [-0.23, 0.04, -0.11], [0.02, 0.30, 0.20], [0.53, 1.60, 0.52], [-1.06, 0.01, 1.07], [0.48, -1.17, 0.47], [0.77, 0.73, -0.97], [0.54, -0.39, -1.08], [-0.32, -0.02, -0.24], [-0.55, -0.04, 0.28], [-0.16, -0.42, -0.29], [0.06, -0.27, 0.23], [-0.35, -0.01, 0.17]]
}